[1]
Computed, not measured: a 13-piece molecular cluster, C45H58N12O6S overall, with ωB97M-V/def2-TZVPD.

Results
net charge = -2
highest occupied orbital energy = -3.35 eV
LUMO energy = 3.34 eV
multiplicity = 1

Last column: Löwdin charge in e.
Cartesian coordinates (Å):
S  26.30300  1.69100  51.06500  0.408
O  26.94200  1.10900  52.28500  -0.356
O  26.86000  3.04800  50.68300  -0.384
O  24.86700  1.72000  51.16700  -0.355
O  24.32800  7.42800  52.00300  -0.006
O  26.61700  0.88300  49.86500  -0.388
O  25.18800  7.63300  49.86600  -0.003
N  26.64500  -2.62300  50.21600  -0.062
N  26.40800  -1.05700  54.44800  -0.024
N  28.34000  4.63300  54.98700  -0.022
N  28.58700  4.71400  51.72100  -0.035
N  25.40100  -0.70500  47.67800  -0.035
N  27.40100  4.23400  48.59100  0.019
N  29.21900  0.29200  53.00300  -0.011
N  23.59400  2.82600  53.27200  -0.020
N  24.54600  7.01200  50.78400  -0.363
N  28.97100  0.72700  48.59300  0.013
N  22.90600  2.55100  49.76500  -0.056
N  23.21900  -1.12300  51.59400  -0.020
C  26.34400  -1.75600  56.70600  -0.064
C  25.26200  -2.45900  55.90300  -0.054
C  31.37200  -0.66200  52.69300  -0.063
C  30.00500  0.89200  53.98400  -0.098
C  21.23500  -2.24100  52.27400  -0.071
C  31.07000  1.29000  47.78000  -0.101
C  26.28800  -3.57600  49.27400  -0.140
C  21.83300  -2.91900  51.12600  -0.134
C  22.47400  3.75200  53.29400  -0.107
C  29.85100  6.51200  52.33200  -0.084
C  28.62600  5.52700  56.06900  -0.030
C  24.32400  5.54800  50.66200  0.035
C  27.60800  4.59800  46.24900  -0.123
C  22.31200  -1.11700  52.54000  -0.134
C  23.10300  2.85200  48.46700  -0.135
C  30.84700  -0.11200  47.35300  -0.084
C  23.19300  -2.33800  50.88500  -0.128
C  22.16300  3.95100  54.75900  -0.112
C  24.09100  -1.14800  47.62700  -0.073
C  27.25400  3.61200  56.68000  -0.074
C  26.08000  -0.94100  46.62800  -0.185
C  23.81700  -1.73000  46.17800  -0.021
C  25.36000  -1.92500  54.49500  -0.132
C  26.89600  -3.09000  51.53400  -0.079
C  26.99000  -0.79900  55.76400  -0.072
C  27.64000  3.49200  55.21200  -0.096
C  31.33200  0.41300  53.74200  -0.128
C  20.79500  3.07100  49.08600  -0.120
C  27.83800  5.93400  46.91400  -0.108
C  30.65500  5.21500  52.68000  -0.073
C  29.85100  -0.62900  52.33100  -0.142
C  23.95400  2.43000  54.51600  -0.143
C  29.89300  1.76500  48.57500  -0.105
C  26.63300  -4.85600  49.93000  -0.067
C  25.19000  -1.58300  45.56200  -0.083
C  27.53800  5.65300  48.37400  -0.102
C  28.48900  6.12900  51.70900  -0.077
C  21.60900  2.49800  50.24400  -0.101
C  27.80300  4.92200  57.24300  -0.041
C  21.73400  3.32500  48.01200  -0.142
C  27.32400  3.52900  47.32600  -0.089
C  29.56900  -0.45600  48.06100  -0.122
C  26.77200  -4.62900  51.44800  0.002
C  29.82600  4.07900  52.08200  -0.059
C  23.06400  3.06100  55.63300  -0.062
H  26.76000  2.47300  47.18900  0.132
H  27.42400  4.33900  45.19800  0.050
H  24.49100  -3.13700  56.13300  0.037
H  27.25100  -2.37400  52.32800  0.085
H  27.68300  -0.03500  55.93300  0.057
H  22.55000  -0.35400  53.31100  0.107
H  23.98200  2.32300  52.43200  0.080
H  32.33000  0.66700  54.22700  0.085
H  29.96400  2.92500  52.11400  0.126
H  29.63300  1.50200  54.53100  -0.019
H  21.51200  3.82800  46.92600  0.107
H  23.93200  -2.52300  50.00500  0.088
H  25.54500  5.19200  50.73400  0.167
H  25.66100  -0.27900  48.53900  0.078
H  26.64200  2.97000  57.39200  0.080
H  31.58500  5.07600  53.12400  0.027
H  20.33100  -2.48800  52.80300  0.047
H  27.23400  3.78800  49.38100  -0.059
H  29.30600  -1.30900  51.47800  0.141
H  24.04100  2.86900  47.99200  0.073
H  27.51300  6.45000  49.20600  0.081
H  28.93100  -1.47600  48.06200  0.123
H  28.06100  0.61200  49.02000  0.047
H  27.19400  -0.72400  46.49800  0.112
H  25.52900  -1.74800  44.53900  0.053
H  21.42700  -4.04400  50.84200  0.124
H  23.61600  -1.21900  48.56900  0.043
H  30.13700  7.60400  52.50500  0.069
H  31.95800  2.15000  47.63800  0.129
H  26.63200  -1.86200  57.65800  0.009
H  27.58100  5.25800  58.11600  -0.027
H  23.80100  5.36100  49.69800  0.103
H  29.77900  2.53800  49.12900  0.015
H  21.37300  4.75400  55.17200  0.098
H  28.39500  0.68100  52.80200  -0.015
H  23.16800  3.06300  56.71300  0.045
H  26.98000  -5.17000  52.17300  -0.041
H  29.05200  6.39100  55.80500  0.029
H  27.18800  2.79000  54.60100  0.054
H  26.84000  -0.38800  53.66200  0.140
H  23.90100  -0.39500  51.49700  0.111
H  23.78100  2.02600  50.38500  0.102
H  28.64600  4.98200  54.10300  0.058
H  24.00400  5.00500  51.50800  0.030
H  27.70200  6.81500  51.41500  0.076
H  19.64800  3.25500  49.10500  0.088
H  22.39300  4.32600  52.42300  0.040
H  26.48800  -1.51500  50.11100  0.160
H  24.75800  1.63000  54.71100  0.111
H  21.17400  2.12700  50.98900  0.001
H  27.96700  4.05400  51.37700  0.004
H  32.21900  -1.43400  52.29500  0.108
H  24.87700  -2.26700  53.67100  0.044
H  31.65800  -0.45800  46.99700  -0.023
H  23.01500  -1.99700  45.57300  0.025
H  25.99800  -3.36000  48.23600  0.092
H  26.57000  -5.76400  49.42500  0.031
H  27.91200  6.92100  46.31600  0.083

Force components x, y, z for each atom (eV/Å):
4.645 0.554 -2.024
-1.852 1.197 -1.127
-1.610 -2.083 2.685
-1.896 -0.509 1.593
0.699 -0.345 -4.755
-0.511 -1.446 0.236
-2.786 -1.742 3.188
-1.059 3.298 1.391
2.555 3.230 1.331
0.821 1.359 1.327
3.075 1.177 0.285
-4.071 -1.010 2.130
0.660 4.700 -9.297
4.563 -0.824 3.328
-1.688 0.631 1.084
1.684 1.716 3.050
3.731 -2.506 -1.207
1.837 -3.596 3.185
0.733 -3.438 -1.129
-1.781 1.839 -8.092
3.340 3.901 -2.926
-4.440 1.041 0.417
6.936 -8.546 -8.598
5.456 2.804 -1.395
-1.968 2.696 1.786
2.500 -2.598 2.912
1.535 -1.384 1.617
2.192 -1.950 5.713
-1.667 -2.302 -0.407
-6.082 -7.619 2.538
4.293 -0.431 -2.183
-0.970 -1.451 4.182
-4.361 -1.082 1.189
-6.070 2.237 0.110
-7.714 5.831 6.275
-2.426 -0.107 -2.180
0.952 -0.343 -0.899
-0.252 -1.487 -5.079
1.521 2.521 -0.661
1.827 -2.026 -6.989
7.018 3.028 3.847
2.224 -0.397 6.383
-0.569 -3.869 -2.320
-4.278 -5.090 -0.240
-0.643 2.908 7.229
1.086 -1.559 -0.332
1.577 -0.713 1.357
-2.198 -3.179 1.669
-6.121 0.042 -4.214
4.078 -3.778 -3.348
-1.445 0.186 3.964
2.660 -7.731 -5.702
-1.811 4.225 2.701
-0.556 1.701 4.353
1.404 -0.284 -2.444
6.738 -2.007 3.213
1.477 5.741 -11.740
2.725 -3.861 -11.088
1.340 -0.205 -0.822
-0.245 3.639 -1.408
0.469 -0.113 -2.102
-0.755 10.412 -10.318
0.195 4.575 2.233
0.445 0.828 -7.257
1.939 2.692 0.603
0.500 0.430 0.500
-0.452 -0.756 0.678
-0.717 -1.118 -1.016
1.024 0.766 -0.018
-1.287 -0.590 -0.300
-0.353 1.047 1.044
-1.863 -0.008 -0.225
-0.476 2.430 -0.119
-4.145 7.679 6.729
0.536 -1.507 3.012
-1.640 0.230 1.974
-3.384 0.617 -1.103
0.964 0.682 0.613
0.848 0.562 -1.640
1.402 0.167 0.570
0.162 0.183 0.159
-1.065 -2.189 4.460
1.431 2.087 2.314
0.917 0.065 -0.312
0.215 -1.894 -1.420
1.693 2.686 -0.093
-0.067 0.901 0.606
-1.924 -0.093 0.389
-0.264 -0.074 0.417
1.364 3.327 0.284
-1.073 0.216 0.231
-0.270 -1.917 -0.136
-2.303 -3.054 0.105
0.667 -0.415 3.421
-0.895 2.240 5.423
0.751 -0.282 0.712
-0.874 5.307 3.121
1.991 -2.117 -1.142
-4.133 1.346 -1.301
0.014 -0.213 -0.434
1.848 -5.345 6.302
1.585 3.159 -0.486
-0.155 -0.896 -1.791
-2.131 -2.244 1.736
0.539 0.073 0.043
-2.458 1.914 -2.217
0.223 -0.389 -0.853
-1.159 0.446 1.025
-0.103 -0.740 -0.005
2.377 -0.364 -0.131
-1.021 0.687 -0.809
0.583 -3.371 0.070
-1.394 1.408 -0.619
-2.322 -3.029 6.607
-2.293 -1.019 -0.972
-2.446 2.405 1.182
-1.381 -0.741 -2.301
4.924 -4.016 -2.843
-1.659 -0.545 -0.068
0.317 0.048 0.724
-0.216 -1.460 -0.509
-0.058 -1.820 1.597

[2]
Computed, not measured: C45H58N4O3V as an isolated structure, with ωB97M-V/def2-TZVPD.

Results
net charge = +1
highest occupied orbital energy (spin up / spin down) = -10.03 / -10.65 eV
LUMO energy (spin up / spin down) = -4.30 / -5.07 eV
multiplicity = 3

Last column: Mulliken spin population.
Cartesian coordinates (Å):
V  0.00112  0.95779  0.29510  1.222
O  -0.11854  -0.29616  1.42813  0.028
O  -0.47100  1.75198  -1.22152  0.058
O  3.53927  1.71181  7.14826  0.000
N  2.93021  1.14936  4.48084  0.000
N  2.52965  0.86944  2.05640  -0.004
N  0.80986  2.56160  0.73073  -0.312
N  -0.43722  -0.58446  -0.87475  0.271
C  0.92095  -3.76475  3.70020  -0.007
C  -0.70767  -1.74966  -0.21006  0.046
C  -0.62987  -0.31092  -2.18861  0.134
C  -1.15728  1.64854  -3.57076  -0.014
C  1.88969  1.62560  5.39183  -0.006
C  1.54104  4.02038  2.55252  -0.072
C  -0.67045  3.05481  2.56687  -0.009
C  -1.25972  -5.81463  -1.52734  -0.003
C  -2.34485  -2.57578  -5.41380  0.001
C  1.24492  4.69831  3.71990  0.026
C  -0.95291  3.72917  3.74182  0.051
C  -1.21501  -1.57661  -5.71474  -0.007
C  4.00726  0.41685  5.14932  0.000
C  -2.32471  3.67089  -2.64966  0.006
C  -0.44637  -1.57269  1.18900  0.109
C  -1.40737  -3.09790  4.37848  -0.003
C  -0.18973  -2.71631  3.52561  -0.004
C  2.51574  2.27739  -0.95496  0.040
C  -3.52840  -4.91882  -0.91067  -0.004
C  3.34893  2.80048  -1.92728  0.045
C  1.76271  4.50119  -0.41530  -0.052
C  0.10638  -2.33463  -5.92308  -0.002
C  -1.08352  -3.84130  1.48389  0.140
C  2.60091  5.01612  -1.38680  0.026
C  0.35322  -1.38315  4.02824  0.001
C  2.68653  0.96366  3.20052  0.009
C  -1.55426  -0.83744  -7.01067  0.011
C  2.55093  2.46601  6.47321  0.000
C  -2.12582  -5.26145  -0.38354  -0.003
C  -1.38447  3.14863  -3.74943  -0.006
C  -1.47917  -3.98827  0.15302  -0.043
C  -1.30030  0.75090  -4.61819  0.140
C  -0.00622  4.56723  4.31401  -0.054
C  4.56286  1.29354  6.26527  0.000
C  -2.01675  3.47822  -5.10236  -0.001
C  -1.26545  -2.92606  -0.70497  0.083
C  -2.26496  -6.34504  0.68712  0.005
C  -0.73507  -1.16170  -3.29250  0.051
C  -0.57551  -2.66894  2.04734  -0.038
C  3.39551  4.17003  -2.14816  -0.048
C  -0.01946  3.84526  -3.64526  -0.004
C  -1.07237  -0.63736  -4.52053  0.010
C  1.70688  3.12125  -0.18440  0.006
C  -0.75004  1.11344  -2.33787  0.104
C  0.57456  3.20791  1.93935  0.028
H  -1.92355  3.61828  4.20719  0.001
H  -1.90639  3.51200  -1.65901  0.004
H  -1.59656  -1.55381  -7.83096  0.000
H  -1.57171  -2.98476  -1.73704  -0.003
H  4.04773  4.57672  -2.90908  -0.002
H  2.99672  3.36546  6.02849  0.000
H  -0.79169  -0.09652  -7.25714  -0.002
H  -0.24012  -5.99186  -1.18105  0.001
H  1.81550  2.75706  7.22190  0.000
H  2.51819  1.21317  -0.74082  0.004
H  1.78270  -3.51758  3.07751  0.001
H  1.24722  -3.79080  4.74145  0.000
H  -1.20058  -4.69318  2.13731  0.019
H  0.62314  -1.48848  5.08014  0.000
H  0.93022  -1.63262  -6.06215  0.001
H  0.58403  -4.76621  3.43209  0.001
H  3.61376  -0.51222  5.57762  0.000
H  -0.51121  -2.21218  -3.18591  0.002
H  1.39810  0.77551  5.87356  0.000
H  -1.29331  -6.64091  1.08693  -0.001
H  -0.38522  -0.58542  3.93789  -0.001
H  -2.47406  -3.26164  -6.25263  0.000
H  2.52018  4.10490  2.10258  -0.001
H  -2.90633  -6.01677  1.50710  -0.001
H  0.34643  -2.97833  -5.07645  0.001
H  -0.12859  4.91876  -3.81063  0.000
H  1.11092  5.16025  0.14323  0.000
H  -3.28802  -2.05011  -5.25497  0.001
H  5.05863  2.16978  5.82794  0.000
H  -2.12930  -3.16950  -4.52419  0.000
H  1.14915  2.19940  4.83867  0.005
H  0.03793  -2.96298  -6.81191  0.000
H  -3.48948  -4.19730  -1.72772  0.001
H  3.97548  2.13936  -2.51124  0.001
H  0.67064  3.44755  -4.39191  0.002
H  4.78696  0.17632  4.42868  0.000
H  -4.01815  -5.82101  -1.27995  0.000
H  -3.29390  3.17149  -2.71052  0.000
H  -4.14371  -4.49836  -0.11347  0.001
H  -0.24184  5.11574  5.21599  -0.002
H  -2.19893  -2.35441  4.26929  0.000
H  5.27656  0.73045  6.86367  0.000
H  2.61290  6.08310  -1.56540  0.000
H  0.41788  3.69018  -2.66029  0.006
H  -1.11917  -3.14489  5.42967  0.000
H  -1.66947  -6.75817  -1.89007  0.000
H  -2.96616  2.95532  -5.23327  0.000
H  -2.21811  4.54850  -5.14693  0.000
H  -1.35779  3.23024  -5.93593  0.000
H  -1.43232  2.44541  2.08545  0.002
H  1.99767  5.33496  4.16640  0.000
H  1.23998  -1.10148  3.46422  -0.003
H  -1.58116  1.14496  -5.58252  0.017
H  -2.72366  -7.22957  0.24536  0.000
H  -1.81304  -4.06946  4.09722  0.000
H  -2.48470  4.74196  -2.78162  0.000
H  -1.21704  -5.12211  -2.36924  0.001
H  -2.52802  -0.34795  -6.95333  -0.002

Force components x, y, z for each atom (eV/Å):
0.450 1.624 0.671
0.029 -1.462 2.580
-0.668 1.543 -1.839
-0.009 -0.022 -0.023
0.033 0.000 0.218
0.161 -0.350 0.146
0.445 0.712 0.268
-0.209 -1.084 -1.077
-0.035 -0.003 -0.019
0.121 -0.164 0.560
-0.042 0.601 0.088
0.059 0.393 0.313
-0.080 0.075 0.131
-0.025 -0.167 -0.043
0.244 -0.064 -0.328
-0.030 0.023 0.086
0.034 0.052 -0.079
-0.030 -0.001 -0.047
-0.058 -0.010 0.187
0.015 -0.122 -0.045
0.107 -0.020 0.148
0.044 -0.054 -0.103
-0.625 -1.665 -1.050
0.032 0.020 -0.097
-0.010 0.058 0.086
-0.160 0.011 0.281
0.056 -0.036 0.052
0.040 0.020 -0.102
-0.181 -0.084 0.067
-0.053 0.078 -0.003
-0.109 -0.105 -0.275
-0.027 -0.003 -0.004
-0.028 0.019 -0.040
0.151 0.166 -0.285
0.025 -0.022 0.095
-0.053 -0.072 -0.082
-0.011 -0.077 -0.087
0.068 0.062 0.094
0.033 -0.037 0.124
0.006 -0.042 0.045
0.000 -0.013 -0.011
-0.068 -0.016 -0.090
0.035 -0.054 0.069
0.037 0.157 -0.068
0.023 0.085 -0.047
-0.073 -0.170 -0.107
0.202 0.628 0.211
0.011 -0.020 0.014
-0.061 -0.051 -0.006
0.032 -0.122 0.138
0.408 0.457 -0.534
-0.232 -1.297 -0.900
-0.078 0.393 0.698
-0.011 -0.005 -0.038
-0.023 0.017 0.040
-0.006 -0.006 -0.005
0.012 -0.040 0.010
0.008 -0.008 0.000
-0.008 -0.001 0.012
-0.028 0.024 -0.041
0.010 -0.034 -0.029
0.007 0.043 -0.021
0.064 0.003 -0.015
0.011 -0.009 0.003
-0.019 0.002 0.010
0.010 0.042 0.043
0.013 0.023 0.030
0.026 -0.027 -0.021
0.008 -0.009 -0.001
-0.002 -0.003 -0.047
-0.035 -0.004 -0.018
-0.054 -0.087 -0.058
-0.013 -0.019 0.035
0.019 0.037 0.041
0.009 -0.007 -0.001
0.016 0.014 0.006
0.028 -0.017 0.037
0.009 -0.003 0.013
0.001 0.010 0.011
0.020 0.014 0.017
-0.015 -0.023 0.017
0.030 -0.023 0.021
-0.003 -0.018 0.008
0.035 0.010 -0.030
0.000 -0.023 0.010
-0.007 0.008 -0.013
-0.009 -0.024 0.019
0.010 0.043 -0.024
-0.016 0.008 -0.020
-0.002 0.002 -0.023
-0.017 0.023 0.034
-0.025 0.004 -0.013
-0.002 -0.006 0.008
-0.018 -0.008 0.028
0.043 0.025 -0.038
0.026 0.002 0.006
0.036 0.017 0.012
-0.014 -0.003 0.008
-0.015 0.006 -0.013
-0.009 0.007 -0.044
0.018 0.009 -0.017
-0.007 0.013 -0.021
-0.065 0.074 0.050
-0.013 0.011 0.018
0.049 0.091 0.005
-0.033 0.010 0.038
0.000 -0.007 -0.003
-0.019 -0.010 0.036
-0.010 0.004 -0.019
0.010 0.000 -0.024
0.021 0.058 -0.008

Number 1: F_max 14.678 eV Å⁻¹. Number 2: F_max 2.966 eV Å⁻¹.